Computed, not measured: C9H20CdNO8P2SSbSe4 as an isolated structure, with wB97M-V/def2-TZVPD.

XYZ file:
```
47
Properties=species:S:1:pos:R:3:nbo_charge:R:1
Cd 0.42 -0.40 -0.17 1.5485
C -0.78 4.68 1.50 -0.6177
C -0.61 3.72 0.33 -0.5073
O -0.86 4.42 -0.91 -0.7834
P 1.11 3.14 0.19 2.3878
O 1.81 4.38 -0.53 -0.9980
O 1.69 3.15 1.64 -1.0262
O 1.26 1.88 -0.56 -1.1538
P -1.76 2.25 0.37 2.3658
O -2.91 2.67 1.45 -1.0076
O -2.39 2.27 -0.99 -1.1659
O -1.04 1.08 0.96 -1.1952
H -0.06 5.49 1.43 0.2058
H -0.64 4.16 2.45 0.2334
H -1.79 5.09 1.48 0.2103
H -1.46 3.81 -1.39 0.5205
H 1.19 4.70 -1.20 0.5157
H 2.54 2.67 1.77 0.5384
H -3.67 3.00 0.95 0.4914
C 5.92 -0.65 0.16 -0.5902
C 4.44 -0.56 0.56 -0.5734
C 4.18 0.68 1.27 0.4316
N 4.04 1.70 1.78 -0.5011
H 6.06 -1.59 -0.37 0.2526
H 6.57 -0.62 1.04 0.1914
H 6.18 0.18 -0.50 0.1955
H 4.12 -1.41 1.16 0.2970
H 3.81 -0.56 -0.34 0.3056
Se 0.66 -5.28 -1.65 -0.8505
Sb 1.97 -3.47 -0.67 1.0712
Se 0.95 -2.43 1.41 -0.9796
Se 4.27 -4.10 -0.18 -0.8700
Se 1.87 -1.38 -2.12 -0.9295
O -1.72 -1.17 -0.93 -1.0392
S -2.45 -1.93 0.15 1.2626
C -2.24 -3.69 -0.21 -0.6518
C -3.52 -4.23 -0.84 -0.4068
C -4.20 -3.04 -1.52 -0.4163
C -4.16 -1.94 -0.46 -0.6054
H -1.92 -4.20 0.70 0.2507
H -1.39 -3.73 -0.89 0.3090
H -4.19 -4.64 -0.08 0.1820
H -3.28 -5.03 -1.55 0.2281
H -5.22 -3.26 -1.85 0.1966
H -3.62 -2.72 -2.39 0.2279
H -4.82 -2.17 0.38 0.2021
H -4.36 -0.93 -0.82 0.2473
```

- total charge = -2
- calculated total energy (eV) = -329439.507
- LUMO (eV) = 4.190
- molecular weight (u) = 914.29
- spin multiplicity = 1

---

Computed, not measured: a 2-piece molecular cluster, C22H21Br2NO2 overall in a non-equilibrium geometry, with wB97M-V/def2-TZVPD.

XYZ file:
```
48
Properties=species:S:1:pos:R:3:nbo_charge:R:1
C 1.21 2.12 4.81 -0.6013
C 0.63 1.57 3.51 -0.0373
C -0.64 0.74 3.74 -0.6160
C 0.33 2.76 2.58 -0.5033
C -0.09 2.31 1.19 0.6784
O -0.92 2.99 0.57 -0.6225
N 0.50 1.19 0.65 -0.6733
C 1.27 0.31 1.33 0.6905
O 1.68 -0.75 0.85 -0.6160
C 1.67 0.70 2.78 -0.4935
H 2.11 2.71 4.60 0.2075
H 0.48 2.78 5.31 0.2115
H 1.47 1.32 5.52 0.2126
H -1.02 0.35 2.78 0.2117
H -0.41 -0.10 4.40 0.2136
H -1.41 1.36 4.21 0.2123
H -0.52 3.31 3.03 0.2370
H 1.25 3.39 2.50 0.2295
H 2.63 1.26 2.72 0.2256
H 1.77 -0.25 3.34 0.2329
Br -5.30 -5.89 -2.35 0.0893
C -4.24 -4.38 -1.97 -0.0566
C -4.75 -3.34 -1.18 -0.2459
C -3.97 -2.20 -0.93 -0.1729
C -2.64 -2.08 -1.44 -0.0274
C -1.80 -0.97 -1.08 -0.0559
C -0.53 -0.75 -1.64 -0.2808
C 0.28 0.33 -1.33 0.0523
C 1.46 0.60 -2.14 -0.0256
C 2.44 1.53 -1.67 -0.1516
C 3.64 1.74 -2.33 -0.2399
C 3.90 1.10 -3.55 -0.0750
Br 5.56 1.34 -4.41 0.0801
C 2.93 0.24 -4.10 -0.2322
C 1.73 0.01 -3.42 -0.1954
C -2.18 -3.14 -2.27 -0.1729
C -2.96 -4.26 -2.53 -0.2447
H -5.74 -3.42 -0.75 0.2340
H -4.36 -1.41 -0.29 0.2232
H -2.21 -0.19 -0.43 0.2246
H -0.16 -1.37 -2.47 0.2010
H -0.19 1.15 -0.73 0.3114
H 2.25 2.04 -0.73 0.2307
H 4.40 2.37 -1.89 0.2301
H 3.16 -0.27 -5.03 0.2312
H 1.00 -0.64 -3.91 0.2146
H -1.16 -3.12 -2.69 0.2206
H -2.58 -5.06 -3.16 0.2334
```

- total charge = 0
- calculated total energy (eV) = -168822.089
- LUMO (eV) = -1.950
- molecular weight (u) = 491.22
- spin multiplicity = 1

---

Computed, not measured: C37H30KN3O2P as an isolated structure in a non-equilibrium geometry, with wB97M-V/def2-TZVPD.

XYZ file:
```
74
Properties=species:S:1:pos:R:3:mulliken_charge:R:1
K 0.38 -0.78 0.57 1.3253
O -2.59 -4.32 1.48 -0.7453
C -2.45 -5.12 0.41 0.2791
C -3.17 -6.32 0.41 -0.6522
C -3.08 -7.19 -0.66 -0.2702
C -2.27 -6.88 -1.75 -0.7796
C -1.56 -5.70 -1.75 -0.3565
C -1.63 -4.79 -0.69 0.2640
C -0.82 -3.52 -0.70 0.7003
O -1.00 -2.71 0.26 -0.8568
N -0.02 -3.39 -1.73 -0.8808
N 0.84 -2.30 -1.57 0.1421
C 1.16 -1.72 -2.66 -0.6806
C 2.11 -0.58 -2.64 0.9095
C 2.50 -0.02 -3.85 -0.9683
C 3.35 1.08 -3.84 -0.3254
C 3.77 1.57 -2.61 -0.7372
C 3.33 0.94 -1.45 -0.0714
N 2.53 -0.12 -1.45 0.1046
H -2.03 -3.51 1.24 0.2683
H -3.79 -6.54 1.26 0.4262
H -3.64 -8.12 -0.65 0.3484
H -2.20 -7.56 -2.59 0.3837
H -0.92 -5.43 -2.58 0.4549
H 0.73 -2.03 -3.62 0.2538
H 2.13 -0.44 -4.78 0.3850
H 3.67 1.54 -4.76 0.4079
H 4.41 2.44 -2.53 0.4336
H 3.62 1.31 -0.48 0.2711
C 0.67 -3.10 3.09 -0.3743
C 1.43 -3.59 2.03 -0.2701
C 2.64 -2.98 1.71 -0.3338
C 3.08 -1.89 2.44 -0.2771
C 2.31 -1.39 3.48 -0.2701
C 1.11 -2.00 3.80 -0.4332
H -0.29 -3.55 3.30 0.3977
H 1.05 -4.40 1.42 0.3575
H 3.20 -3.33 0.85 0.2585
H 4.00 -1.39 2.16 0.3385
H 2.63 -0.50 4.00 0.2804
H 0.49 -1.59 4.60 0.3609
C -3.06 6.68 0.97 -0.4253
C -3.14 5.97 2.15 -0.6013
C -2.62 4.69 2.23 -0.3318
C -1.99 4.10 1.14 0.0608
C -1.91 4.83 -0.05 0.2022
C -2.44 6.11 -0.14 -0.6856
P -1.28 2.43 1.37 -0.3341
C -1.38 1.78 -0.35 -0.0532
C -0.38 1.94 -1.31 0.3621
C -0.57 1.48 -2.60 -0.7213
C -1.75 0.84 -2.95 -0.5126
C -2.74 0.65 -2.00 -0.6334
C -2.55 1.12 -0.71 -0.5376
C 0.51 2.77 1.58 0.5010
C 1.01 4.07 1.63 -0.1834
C 2.36 4.29 1.87 -0.7630
C 3.19 3.18 2.03 -0.5351
C 2.65 1.90 1.94 -0.4400
C 1.30 1.61 1.72 -0.4216
H -3.47 7.68 0.90 0.3599
H -3.63 6.41 3.02 0.3788
H -2.70 4.13 3.16 0.3718
H -1.42 4.39 -0.91 0.3606
H -2.37 6.66 -1.07 0.3961
H 0.56 2.40 -1.02 0.3999
H 0.22 1.60 -3.34 0.4311
H -1.88 0.46 -3.96 0.3849
H -3.65 0.12 -2.26 0.3798
H -3.32 0.96 0.04 0.3679
H 0.36 4.93 1.50 0.2436
H 2.75 5.30 1.93 0.3742
H 4.25 3.32 2.24 0.3588
H 3.36 1.08 2.06 0.1773
```

- total charge = -1
- calculated total energy (eV) = -73036.648
- LUMO (eV) = 2.302
- molecular weight (u) = 618.74
- spin multiplicity = 1

---

Computed, not measured: C47H55N4O4SbSi2Ti as an isolated structure in a non-equilibrium geometry, with wB97M-V/def2-TZVPD.

XYZ file:
```
114
Properties=species:S:1:pos:R:3:lowdin_spin:R:1
Ti 0.85 0.57 0.56 0.9550
C 3.48 -0.09 3.75 -0.0009
O 4.26 -1.07 3.06 -0.0065
C 4.66 -0.69 1.80 0.0087
C 6.02 -0.74 1.50 0.1049
C 6.46 -0.39 0.23 -0.0039
C 5.56 0.06 -0.72 0.0816
C 4.17 0.14 -0.44 0.0311
C 3.29 0.67 -1.41 0.2464
N 1.99 0.90 -1.17 0.1092
N 1.32 1.52 -2.17 -0.0468
C 0.08 1.80 -1.82 0.1261
O -0.44 1.38 -0.68 0.0296
C -0.72 2.64 -2.69 0.0130
C -2.07 2.87 -2.39 0.0375
C -2.86 3.66 -3.21 -0.0005
C -2.32 4.24 -4.36 0.0485
C -0.98 4.02 -4.66 0.0001
C -0.19 3.24 -3.85 0.0348
C 3.72 -0.32 0.83 0.0758
O 2.42 -0.44 1.09 0.0320
H 3.38 -0.46 4.78 0.0000
H 2.50 0.04 3.30 0.0001
H 4.01 0.87 3.76 0.0001
H 6.70 -1.05 2.28 0.0096
H 7.52 -0.44 -0.01 -0.0035
H 5.91 0.37 -1.70 0.0036
H 3.68 0.97 -2.38 0.0135
H -2.49 2.41 -1.50 0.0027
H -3.90 3.82 -2.96 -0.0014
H -2.93 4.86 -5.00 0.0040
H -0.55 4.47 -5.55 -0.0014
H 0.85 3.06 -4.08 0.0020
C 0.54 -3.06 1.68 0.0013
Si -0.39 -1.82 2.75 0.0009
C -2.20 -2.43 2.85 0.0005
C 0.38 -2.05 4.47 -0.0003
N -0.24 -0.20 2.18 0.0121
C -0.51 0.83 3.07 0.0056
C -1.43 0.73 4.11 0.0016
C -1.66 1.76 5.03 0.0002
C -0.96 2.94 4.90 0.0021
C -0.06 3.08 3.84 -0.0001
C 0.18 2.08 2.89 0.0082
N 1.02 2.21 1.79 0.0134
Si 1.65 3.75 1.36 0.0033
C 0.27 5.02 1.10 0.0006
C 2.89 4.43 2.64 0.0008
C 2.67 3.77 -0.21 0.0040
H 0.51 -4.02 2.22 0.0001
H 1.58 -2.76 1.58 0.0004
H 0.13 -3.23 0.69 0.0002
H -2.29 -3.44 2.42 0.0000
H -2.87 -1.77 2.30 0.0000
H -2.55 -2.48 3.88 0.0001
H -0.02 -2.94 4.96 0.0000
H 0.21 -1.19 5.12 0.0000
H 1.46 -2.18 4.36 0.0000
H -2.00 -0.19 4.21 0.0001
H -2.39 1.62 5.83 0.0000
H -1.10 3.75 5.59 0.0002
H 0.47 4.02 3.75 -0.0001
H -0.37 5.16 1.98 0.0001
H -0.37 4.67 0.28 0.0001
H 0.67 5.99 0.81 0.0000
H 2.52 4.52 3.66 0.0000
H 3.25 5.42 2.32 0.0001
H 3.76 3.77 2.66 0.0001
H 2.08 3.61 -1.12 0.0000
H 3.46 3.02 -0.20 0.0019
H 3.13 4.76 -0.28 0.0001
C -3.20 -6.11 -1.06 0.0004
C -2.13 -5.72 -1.85 0.0001
C -1.73 -4.40 -1.87 0.0009
C -2.38 -3.43 -1.11 0.0060
C -3.45 -3.84 -0.31 0.0010
C -3.86 -5.16 -0.29 0.0002
Sb -1.53 -1.44 -1.07 0.0120
C -1.79 -1.20 -3.21 0.0025
C -2.84 -1.78 -3.92 0.0004
C -2.97 -1.59 -5.28 0.0005
C -2.05 -0.80 -5.97 0.0001
C -0.99 -0.23 -5.28 0.0006
C -0.85 -0.44 -3.91 0.0020
C -3.32 -0.44 -0.42 -0.0008
C -4.59 -0.66 -0.95 0.0002
C -5.70 0.02 -0.47 0.0000
C -5.55 0.94 0.56 0.0002
C -4.30 1.17 1.11 0.0000
C -3.19 0.49 0.62 0.0001
H -3.52 -7.15 -1.04 0.0000
H -1.60 -6.46 -2.45 0.0000
H -0.88 -4.11 -2.49 0.0001
H -3.97 -3.11 0.30 0.0001
H -4.69 -5.45 0.34 0.0000
H -3.54 -2.43 -3.41 0.0001
H -3.80 -2.05 -5.81 0.0001
H -2.17 -0.63 -7.03 0.0000
H -0.27 0.38 -5.80 0.0003
H -0.01 0.00 -3.39 0.0008
H -4.73 -1.38 -1.75 0.0000
H -6.68 -0.17 -0.90 0.0000
H -6.42 1.47 0.94 0.0000
H -4.17 1.88 1.92 0.0000
H -2.22 0.67 1.05 0.0001
C 4.04 -3.44 -0.86 0.0011
C 3.10 -2.84 -1.89 0.0035
O 1.86 -2.45 -1.34 0.0007
H 4.95 -3.80 -1.33 0.0000
H 3.55 -4.28 -0.35 0.0002
H 4.32 -2.70 -0.11 0.0002
H 2.87 -3.57 -2.67 0.0002
H 3.59 -1.98 -2.38 0.0032
H 2.05 -1.89 -0.57 0.0001
```

- total charge = -2
- calculated total energy (eV) = -109197.006
- LUMO (alpha / beta) (eV) = 4.215 / 4.213
- molecular weight (u) = 965.78
- <S²> = 2.056
- spin multiplicity = 3